Computed, not measured: a molecular structure, C5H16N2, with wB97M-V/def2-TZVPD.

Geometry as XYZ:
```
23
C5H16N2 wB97M-V/def2-TZVPD
C 1.42599 -2.03266 0.45601
C 1.33416 -0.51415 0.02027
C 0.39704 0.30169 0.99018
C -0.34325 1.58877 0.51721
C -0.35787 1.80790 -0.93591
N -2.08971 1.64056 -1.71187
N 0.05949 -2.59248 0.87439
H 2.25357 -1.94716 1.16185
H 1.81113 -2.78141 -0.23484
H 1.34179 -0.39503 -1.09170
H 2.35889 -0.18000 0.11816
H 1.18242 0.77387 1.58632
H -0.09962 -0.07468 1.91732
H -1.32459 1.49359 1.00143
H 0.23742 2.49618 0.78964
H -0.28314 0.99594 -1.64649
H 0.21461 2.59353 -1.39882
H -2.79369 2.39384 -1.67335
H -2.09578 1.37963 -2.71832
H -2.73784 0.87728 -1.47059
H 0.18399 -3.41198 1.47003
H -0.43895 -1.88954 1.42144
H -0.35147 -2.58449 -0.05704
```

Output
**E_HOMO**: -18.7 eV
**Gap between HOMO and LUMO**: 11.2 eV
**E**: -308.87282 hartree
**ΔE to the lowest compared entry with this formula, charge and spin**: 96.7 kcal/mol
**Charge**: +2